An isolated ion of composition C2H4N3 and charge +1 at a distorted geometry. Source: the OMol25 dataset; level of theory: ωB97M-V with the def2-TZVPD basis set.

Results
* lowest unoccupied orbital energy: -0.2204 hartree
* ΔE to the lowest compared entry with this formula, charge and spin: 3.224 eV
* total energy: -6598.242 eV
* max |F|: 3.68 eV Å⁻¹

ORCA input file:
```
! wB97M-V def2-TZVPD RIJCOSX def2/J DEFGRID3
* xyz 1 1
H 1.625 -1.442 0.011
C 0.695 -0.890 0.042
H -0.166 -1.624 0.130
H -0.592 2.174 -0.141
N -1.756 -0.764 -0.005
C -0.491 1.123 0.067
N 0.665 0.379 -0.011
N -1.542 0.348 0.017
H 1.562 0.695 -0.109
*
```

Atom charges from the Löwdin analysis, given in e for atoms 1 to 4: number 1, H, carries 0.129; number 2, C, carries 0.130; number 3, H, carries 0.113; number 4, H, carries 0.144



A 2-piece molecular cluster, C2H9NSi overall at a distorted geometry. Source: the OMol25 dataset; level of theory: ωB97M-V with the def2-TZVPD basis set.

Results
* lowest unoccupied orbital energy (alpha / beta): 0.0404 / -0.0797 hartree
* ΔE to the lowest compared entry with this formula, charge and spin: 1.232 eV
* total energy: -11582.796 eV
* expectation value of S²: 2.002
* max |F|: 3.82 eV Å⁻¹

ORCA input file:
```
! wB97M-V def2-TZVPD RIJCOSX def2/J DEFGRID3
* xyz 0 3
C -0.110 -1.336 -0.139
H 0.042 0.704 0.537
H 1.826 -1.775 0.671
H -0.530 -2.057 0.470
H -1.393 2.341 -0.814
H -1.067 -0.228 1.316
C 1.373 -1.367 -0.222
N -0.619 -0.060 0.419
Si -1.655 3.937 -0.339
H 1.838 -0.477 -0.543
H -0.489 -1.379 -1.158
H 1.530 -2.139 -1.035
H -0.746 3.836 0.836
*
```

Atom charges from the Löwdin analysis, given in e for atoms 1 to 4: number 1, C, carries -0.337; number 2, H, carries 0.044; number 3, H, carries 0.067; number 4, H, carries 0.081



C24H29BCl2N11O2S4W as an isolated structure. Source: the OMol25 dataset; level of theory: ωB97M-V with the def2-TZVPD basis set.

Results
* lowest unoccupied orbital energy (alpha / beta): -0.1277 / -0.1278 hartree
* ΔE to the lowest compared entry with this formula, charge and spin: 0.000 eV
* total energy: -116732.299 eV
* max |F|: 0.94 eV Å⁻¹

ORCA input file:
```
! wB97M-V def2-TZVPD RIJCOSX def2/J DEFGRID3
* xyz 1 1
Cl -1.357 3.907 -3.772
H 6.222 -1.347 0.873
C -2.830 2.508 2.928
O -2.681 1.285 -1.692
N -0.656 1.432 0.921
C -5.215 2.670 1.510
C -3.164 -1.117 1.294
H 5.007 -3.192 -0.076
H -1.011 -0.131 -4.379
H 4.136 -3.580 1.683
H 0.405 0.900 -5.886
N -0.314 -0.015 -3.657
H 2.103 1.196 3.053
H -1.631 -0.004 -2.153
W 0.526 0.332 -0.560
C -2.966 1.833 1.718
H 0.641 -3.347 -3.303
C -2.107 -3.106 0.503
H -2.057 -4.177 0.377
H -3.312 3.508 -2.544
H 0.502 4.959 1.670
N 3.787 0.341 2.195
H 1.791 1.744 -5.302
C 0.832 3.095 0.952
N -1.031 -0.993 0.208
C -1.042 -2.327 0.089
C -2.073 -0.395 0.834
H -3.961 -0.604 1.808
C 0.348 -4.148 -2.629
N 4.092 -1.447 0.979
H 2.950 -5.431 0.955
H 3.493 2.289 2.889
C 3.183 1.276 3.131
S 2.051 -1.555 -1.793
C -3.192 -2.489 1.106
B 4.063 -2.983 0.639
N 1.002 1.150 -5.116
H -4.035 -3.068 1.456
C 5.140 0.216 1.994
C 1.533 -5.268 -0.728
S 1.454 -0.912 1.445
H -6.138 2.742 0.950
C -2.259 3.542 -2.286
C 5.321 -0.888 1.233
H -3.780 3.763 4.372
S 1.793 1.210 -2.612
H 3.499 1.018 4.141
H 5.841 0.915 2.410
C 3.167 -0.666 1.546
C 0.767 0.757 -3.862
O -0.595 2.062 -1.465
C -5.077 3.336 2.718
N 1.209 4.343 1.302
H -0.679 -3.991 -2.288
H 2.012 4.755 0.862
H 1.054 -6.216 -0.891
C -1.868 1.028 1.148
H -1.897 2.455 3.472
C -3.888 3.248 3.428
H -5.895 3.927 3.107
H -0.679 -1.421 -2.323
H -4.263 1.409 0.058
C 2.464 -4.879 0.174
N 1.269 -4.169 -1.511
H -0.154 -2.764 -0.340
H 0.403 -5.099 -3.153
N 2.774 -3.561 -0.058
Cl -2.041 4.789 -1.057
N -0.357 2.707 1.317
C -1.818 2.176 -1.750
S 2.007 2.089 0.166
N -0.687 -0.405 -2.361
C 2.033 -3.130 -1.080
C -4.166 1.911 1.013
*
```

Atom charges from the Löwdin analysis, given in e for atoms 1 to 4: number 1, Cl, carries 0.623; number 2, H, carries 0.126; number 3, C, carries -0.023; number 4, O, carries -0.003



C22H43HoN2OP3 as an isolated structure at a distorted geometry. Source: the OMol25 dataset; level of theory: ωB97M-V with the def2-TZVPD basis set.

Results
* lowest unoccupied orbital energy (alpha / beta): -0.4159 / -0.4113 hartree
* ΔE to the lowest compared entry with this formula, charge and spin: 0.000 eV
* total energy: -82177.747 eV
* expectation value of S²: 6.005
* max |F|: 3.57 eV Å⁻¹

ORCA input file:
```
! wB97M-V def2-TZVPD RIJCOSX def2/J DEFGRID3
* xyz 3 5
H 2.241 -1.312 -3.074
H 4.308 0.866 -0.673
C -2.366 1.556 -1.134
C -2.930 0.124 4.635
P 2.266 -0.500 -0.784
H -3.398 -0.446 -4.576
C 3.486 0.725 -1.385
H -1.406 0.005 -3.064
H -3.569 -0.550 5.220
H -3.276 1.756 -0.532
H -4.274 -2.071 -6.258
C -0.834 -2.708 -4.508
N -1.509 0.304 2.669
H -2.837 -4.011 -6.967
H 2.122 3.115 2.125
H 3.699 2.423 2.628
H 3.654 -2.328 -1.634
C -2.505 -3.336 -6.169
C 0.097 3.158 -1.592
H -0.952 4.372 0.998
P 2.072 0.675 2.270
H -2.286 0.443 -1.200
C -2.829 -1.349 -4.802
H 1.003 -0.040 -2.822
H 3.887 0.365 -2.341
H 0.396 2.460 -2.391
H -1.908 -2.199 2.473
H -2.464 3.437 1.155
H 0.087 -2.964 -0.419
H -2.158 4.426 -0.304
Ho -0.157 -0.122 0.755
C -1.246 1.581 3.049
H 3.337 -1.385 2.673
C -1.645 -1.644 -4.089
H -3.026 -2.344 3.790
P -0.903 2.327 -0.313
H 2.665 1.242 4.559
C -1.267 -3.542 -5.551
C 2.850 2.313 1.937
C -2.319 -0.430 3.494
H -0.546 2.102 2.387
H 1.491 -0.105 4.517
H 2.978 1.684 -1.555
N -2.502 -1.739 3.167
H 0.999 3.551 -1.092
C -1.696 3.779 0.453
H 1.561 -2.696 1.692
H -1.521 3.217 4.395
C 3.220 -2.075 -0.657
H 0.117 -2.273 2.673
C -0.287 -2.552 0.518
H -1.389 -2.591 0.539
H 4.139 -0.414 1.416
H 0.138 -2.876 -4.053
H 0.927 1.554 4.272
H 2.553 -2.896 -0.368
C -2.668 1.452 4.975
C 1.480 -0.924 -2.384
H -2.486 1.983 -2.148
H -3.109 1.903 5.865
C 0.516 -2.381 1.650
H 4.022 -2.020 0.083
C -3.295 -2.238 -5.786
H 4.234 0.103 3.134
C 3.592 -0.360 2.368
C 1.755 0.863 4.073
H 0.704 -1.687 -2.241
H -0.639 -4.366 -5.899
O -1.332 -0.962 -2.908
H -0.474 4.000 -2.012
H 3.200 2.387 0.898
C -1.785 2.183 4.177
*
```

Atom charges from the Löwdin analysis, given in e for atoms 1 to 4: number 1, H, carries 0.078; number 2, H, carries 0.055; number 3, C, carries -0.255; number 4, C, carries 0.037



A 2-piece molecular cluster, C29H28N3O overall at a distorted geometry. Source: the OMol25 dataset; level of theory: ωB97M-V with the def2-TZVPD basis set.

Results
* lowest unoccupied orbital energy: -0.1991 hartree
* ΔE to the lowest compared entry with this formula, charge and spin: 1.451 eV
* total energy: -37036.710 eV
* max |F|: 2.14 eV Å⁻¹

ORCA input file:
```
! wB97M-V def2-TZVPD RIJCOSX def2/J DEFGRID3
* xyz 1 1
C 1.076 5.554 -9.845
H 0.273 5.828 1.053
N -0.377 3.092 0.140
C 3.058 -0.617 0.747
H 0.548 0.904 -4.071
H 2.104 -0.070 -4.749
C 0.939 1.924 -4.106
H -0.291 3.288 -7.653
C 3.393 -1.964 0.875
N 1.089 3.967 1.505
C 2.765 1.369 -2.446
H 3.434 3.877 -2.829
C 0.165 4.206 -8.033
C 2.375 -0.526 3.054
H 4.858 0.028 -1.465
H 3.124 1.756 -1.497
H 1.046 7.302 -6.903
H 2.014 0.042 3.914
C 2.542 3.612 -3.394
C 1.990 4.517 -4.276
H 2.486 -2.408 4.127
H -1.542 4.833 0.027
H 3.174 -0.085 -0.195
C 2.599 0.115 1.826
H 1.972 2.050 2.459
C 2.954 -1.960 -4.201
H -1.892 3.830 1.459
C -1.096 4.181 0.782
C 0.000 4.897 1.563
C 0.374 2.825 -4.997
C 0.494 4.368 -9.387
C 2.061 2.274 -3.298
H 1.728 7.543 -9.301
H 1.958 4.087 2.008
H -0.278 5.123 2.600
H 4.099 -3.694 -3.527
C 2.483 1.602 1.599
C 4.256 -0.572 -2.155
H 2.390 5.524 -4.384
C 3.876 -2.625 -3.376
H 0.291 3.545 -10.075
C 0.437 5.261 -7.159
H 3.420 -3.678 2.195
C 0.879 2.932 0.651
O 0.236 5.137 -5.789
H -0.835 2.332 -0.349
N 1.718 1.933 0.388
H -0.462 2.535 -5.649
H 5.304 -2.403 -1.743
C 1.284 6.611 -8.956
H 2.473 -2.499 -5.025
C 0.922 6.491 -7.619
H 3.511 2.009 1.521
C 3.193 0.087 -2.866
C 3.175 -2.617 2.094
C 0.884 4.136 -5.060
H 1.361 5.653 -10.894
C 2.656 -1.891 3.177
C 4.545 -1.908 -2.363
H 3.824 -2.486 0.021
C 2.675 -0.610 -4.002
*
```

Atom charges from the Löwdin analysis, given in e for atoms 1 to 4: number 1, C, carries -0.082; number 2, H, carries 0.118; number 3, N, carries 0.070; number 4, C, carries -0.059